[1]
{
  "formula": "C3H39NO16",
  "method": "ωB97M-V/def2-TZVPD",
  "lumo_ev": 0.2,
  "homo_ev": -8.6420,
  "homo_lumo_gap_ev": 8.85,
  "energy_ha": -1396.241360,
  "spin_multiplicity": 1,
  "symbols": ["C", "N", "C", "C", "O", "H", "H", "H", "H", "H", "H", "H", "H", "H", "H", "H", "O", "H", "H", "O", "H", "H", "O", "H", "H", "O", "H", "H", "O", "H", "H", "O", "H", "H", "O", "H", "H", "O", "H", "H", "O", "H", "H", "O", "H", "H", "O", "H", "H", "O", "H", "H", "O", "H", "H", "O", "H", "H", "O"],
  "xyz": [[-1.81657, 0.52086, -0.75259], [-0.86203, 1.35576, 0.00914], [0.31127, 0.58075, 0.44822], [1.37033, 1.67039, 0.66067], [2.64471, 1.05668, 0.96859], [-2.86230, 0.66676, -0.49478], [-1.79270, -0.53894, -0.41445], [-1.73448, 0.46055, -1.83097], [-1.35501, 1.65662, 0.86876], [0.16958, 0.16243, 1.43508], [0.71947, -0.15955, -0.20505], [1.71967, 2.21798, -0.21301], [1.06938, 2.32159, 1.48146], [2.65208, 0.56011, 1.79441], [-2.10781, 1.73568, -4.33148], [-1.07738, 0.76959, -3.76245], [-1.59529, 1.58510, -3.51344], [1.99733, -1.51872, 2.39547], [3.25323, -1.58082, 3.41704], [2.45803, -1.08750, 3.13959], [2.17305, -2.18209, -0.95196], [0.66984, -1.69484, -0.78847], [1.23177, -2.45537, -0.87000], [1.01105, -0.45999, 4.12408], [0.70019, 0.92338, 4.95269], [0.38222, 0.10928, 4.58667], [-0.87027, -3.62070, -0.22440], [-0.98849, -5.12177, -0.11464], [-1.24236, -4.32025, 0.33850], [0.77245, -3.85596, -3.41024], [0.68288, -2.60995, -2.57862], [0.26223, -3.04706, -3.34626], [1.38659, 0.96394, -3.22672], [2.48541, 0.79799, -4.28758], [2.04345, 0.32207, -3.56611], [1.10909, 2.64228, -1.44616], [0.10230, 2.89230, -2.42637], [1.04647, 2.65932, -2.42098], [0.61428, -2.62917, 1.26809], [-0.50308, -2.13947, 2.31537], [0.31723, -1.90170, 1.84959], [3.49478, -0.31003, -0.50389], [3.17211, -0.01331, -1.90458], [3.45966, -0.76881, -1.35933], [-3.87490, 1.80148, 0.76612], [-3.06359, 2.83550, 1.81625], [-3.18696, 2.42802, 0.94889], [-1.51315, -1.13975, 4.73245], [-2.91004, -1.61895, 4.17523], [-2.08376, -1.17035, 3.96383], [-0.64166, 3.63746, 0.67971], [-0.35236, 4.87861, 1.50943], [-0.28428, 3.92255, 1.54127], [-4.53416, 0.21860, 2.60272], [-3.08560, -0.20045, 2.23643], [-3.95188, 0.04534, 1.86189], [0.64253, -0.78784, -4.25419], [-0.77911, -1.21878, -4.01512], [-0.27325, -0.51883, -4.45768]],
  "atomic_forces_ev_per_a": [[-0.46, -1.80, 1.01], [-0.86, -0.95, -0.36], [0.39, 3.17, 0.79], [1.63, -1.57, 0.77], [0.56, -0.23, 0.02], [0.09, 0.90, -0.28], [0.60, 0.04, 0.06], [0.34, 0.67, 0.20], [0.27, -0.26, -1.01], [-0.19, -0.38, -0.08], [-0.20, -0.12, -0.72], [-0.72, 0.19, 0.26], [0.09, 0.09, -0.41], [-0.35, 0.05, 0.24], [0.32, 0.10, 0.63], [-0.10, 0.80, 0.06], [-0.20, -0.22, -1.16], [0.04, -0.18, 0.54], [-0.73, 0.22, -0.47], [0.87, 0.11, 0.18], [-0.59, 0.68, -0.12], [0.03, 0.82, 0.16], [0.61, -1.37, 0.08], [0.79, 0.68, 0.18], [0.88, 0.18, -0.12], [-1.68, -0.86, 0.07], [-0.18, -0.29, 0.16], [0.06, -0.38, -0.14], [0.18, 0.69, -0.07], [-0.03, -0.22, -0.20], [-0.15, -0.36, -0.14], [0.09, 0.26, 0.19], [0.30, 0.18, -0.02], [-0.17, -0.17, 0.33], [0.38, 0.26, -0.15], [0.44, -0.16, -0.69], [-0.11, -0.27, -0.93], [-0.81, 0.38, 0.97], [-0.73, 0.15, 0.35], [0.37, -0.19, -0.20], [0.07, -0.78, -0.23], [0.10, -0.20, 0.29], [-0.11, -0.66, -0.59], [-0.06, 0.69, 0.50], [-0.57, -0.31, 1.25], [-1.02, -0.75, -0.16], [1.45, 1.96, -0.71], [0.18, 0.21, 0.28], [0.30, -0.08, 0.29], [-0.45, -0.13, -0.85], [0.10, -0.16, 0.29], [0.00, 0.22, 0.12], [-0.46, 0.19, -0.39], [0.05, -0.05, 0.24], [-0.44, 0.20, 0.04], [0.19, -0.56, -0.08], [-0.16, 0.44, -0.18], [0.05, -0.09, -0.46], [-0.30, -0.78, 0.34]],
  "lowdin_charge": [-0.1059, -0.0821, -0.1896, -0.2043, -0.0945, 0.0552, 0.0787, 0.0391, 0.0758, 0.0958, 0.0799, 0.0938, 0.0996, 0.0475, 0.0561, -0.0097, -0.1107, 0.0220, 0.0822, -0.0707, 0.0575, 0.0064, -0.0595, -0.0069, 0.0334, -0.0515, 0.0150, 0.0339, -0.0517, 0.0441, -0.0020, -0.0659, 0.0250, 0.0813, -0.0704, 0.0025, 0.0448, -0.0646, 0.0462, 0.0638, -0.0728, 0.0280, 0.0246, -0.0696, 0.0106, 0.0591, -0.0747, 0.0247, 0.0511, -0.0544, 0.0323, 0.0443, -0.0626, 0.0473, 0.0308, -0.0583, 0.0273, 0.0473, -0.0749]
}

=====

[2]
{
  "formula": "C3H3AuFO",
  "method": "ωB97M-V/def2-TZVPD",
  "lumo_ev": [-12.0, -16.4],
  "homo_ev": [-20.1720, -23.0445],
  "total_charge": 2,
  "homo_lumo_gap_ev": [8.18, 6.64],
  "energy_ha": -425.857999,
  "spin_multiplicity": 4,
  "symbols": ["H", "H", "O", "C", "C", "C", "H", "F", "Au"],
  "xyz": [[-1.46702, -1.12268, 1.01710], [-2.18005, -0.34048, -0.51097], [-0.63106, 1.87893, 0.05395], [-1.40759, -1.02839, -0.15550], [-0.10182, -0.38828, 0.02683], [0.26184, 1.01476, 0.02026], [-1.32777, -1.94542, -0.75706], [0.96812, -1.18651, -0.23581], [2.07684, 1.25700, -0.44972]],
  "atomic_forces_ev_per_a": [[-1.13, -0.85, -1.33], [-0.01, -0.03, 0.29], [-0.98, 1.37, 0.32], [1.22, 1.05, 2.09], [0.65, -0.77, -2.98], [-1.64, -3.00, 0.44], [-0.05, 0.04, 0.69], [-0.97, 1.42, 0.99], [2.91, 0.76, -0.51]],
  "lowdin_spin": [0.0378, 0.0092, 1.0529, 0.0700, 0.3646, 0.5432, 0.0046, 0.1547, 0.7631]
}

=====

[3]
{
  "formula": "C3H3AuLi2O3",
  "method": "ωB97M-V/def2-TZVPD",
  "lumo_ev": [-9.6, -12.3],
  "homo_ev": [-17.4189, -17.9187],
  "total_charge": 2,
  "homo_lumo_gap_ev": [7.83, 5.63],
  "energy_ha": -491.682109,
  "spin_multiplicity": 3,
  "symbols": ["O", "Li", "C", "O", "C", "H", "H", "Au", "C", "O", "Li", "H"],
  "xyz": [[-0.02593, -1.92512, -0.67954], [-1.37493, -3.07338, -0.36468], [-0.03909, -0.73226, -0.25613], [1.24090, -0.36434, 0.07755], [1.61908, 1.01176, -0.29181], [2.19492, 0.93362, -1.22780], [2.31150, 1.32323, 0.50642], [-0.30533, 1.61907, -0.25586], [-1.88451, 0.08626, 0.24481], [-2.00423, 0.73122, -0.89978], [0.03574, 0.37561, 1.81312], [-1.76811, 0.01432, 1.33369]],
  "atomic_forces_ev_per_a": [[-2.23, 4.01, 1.33], [-0.43, -0.82, -0.31], [5.21, -4.41, -1.03], [-1.32, -1.16, 0.38], [1.42, 0.92, 1.38], [-0.69, 0.32, 0.12], [-0.20, -0.02, -0.50], [2.48, 2.64, -1.61], [-0.83, -0.11, -4.92], [-3.47, -2.18, 4.43], [1.19, 0.24, 0.92], [-1.13, 0.58, -0.19]],
  "lowdin_spin": [0.2040, 0.0056, 0.2539, 0.0455, 0.0292, 0.0030, 0.0012, 0.3266, 0.5902, 0.4600, 0.0094, 0.0713]
}

=====

[4]
{
  "formula": "C3H3AuO2",
  "method": "ωB97M-V/def2-TZVPD",
  "lumo_ev": [-11.7, -14.2],
  "homo_ev": [-21.4710, -20.9347],
  "total_charge": 2,
  "homo_lumo_gap_ev": [9.81, 6.70],
  "energy_ha": -401.052428,
  "spin_multiplicity": 3,
  "symbols": ["O", "C", "C", "C", "H", "H", "H", "O", "Au"],
  "xyz": [[1.15025, 0.51103, 0.05868], [-1.25933, -0.04018, 0.54456], [0.54721, 1.61173, -0.69032], [-0.32793, 0.76686, 0.05563], [-1.83758, -1.34567, 0.14836], [0.62032, 1.49704, -1.77569], [0.84262, 2.58925, -0.30059], [-0.79177, -1.33732, 0.73793], [1.05687, -1.24183, 0.50156]],
  "atomic_forces_ev_per_a": [[-0.86, 6.54, -0.15], [-1.32, -1.40, 0.46], [-0.70, 1.13, -1.47], [2.12, 2.46, -0.97], [0.87, -0.64, 0.77], [-0.22, 0.06, 0.12], [-0.03, -0.12, 0.19], [-6.55, 1.47, -0.11], [6.68, -9.51, 1.16]],
  "lowdin_spin": [0.1527, 0.4078, 0.0573, 0.3985, 0.0060, 0.0030, 0.0159, 0.4041, 0.5548]
}